# 1
ORCA calculation (the ωB97M-V functional and the def2-TZVPD basis) on a cluster of 9 separate species, C7H32O9 in total at a distorted geometry.

Results
E_tot = -26197.015 eV
spin multiplicity = 1
HOMO-LUMO gap = 0.3487 Ha
charge = 0
largest force on an atom = 13.74 eV/A
highest occupied orbital energy = -9.1 eV

Each line ends with the Mulliken charge.
Atoms and positions in Å:
O -0.7130 0.0260 -0.8925  0.11
H -0.5532 -0.8728 -1.1539  0.25
H -1.5952 0.3778 -0.5939  0.31
H -0.0627 0.2572 -0.1271  0.36
O 0.8291 0.4791 1.2463  -1.09
H 0.3088 0.6001 2.1068  0.10
C -0.0158 -3.4420 -0.1104  -0.24
O -1.0875 -2.7745 -0.8471  -0.53
H 0.6929 -4.1456 -0.6708  0.21
H -0.5185 -3.8428 0.7294  0.30
H 0.5556 -2.5548 0.2743  0.03
H -1.9250 -3.2453 -0.9515  0.26
C -1.6793 3.4193 -0.5872  -0.73
O -2.5613 2.2771 -0.5617  -0.41
H -1.4500 3.7952 -1.6058  0.25
H -0.7726 3.4034 -0.0769  0.32
H -2.2286 4.1917 -0.0759  0.36
H -3.2555 2.3892 -0.9827  0.18
C 3.7358 -1.1824 0.1989  -1.13
O 2.4718 -0.9285 -0.4000  -0.43
H 4.3411 -0.5515 0.0683  0.54
H 4.2820 -2.1555 -0.0262  0.28
H 3.5271 -1.1565 1.2107  0.40
H 2.0288 -0.4367 0.2509  0.28
C 0.3010 -1.1565 4.1112  -0.56
O 0.7637 -1.6946 2.8968  -0.46
H 0.7322 -0.2538 4.6118  0.26
H 0.5532 -1.9376 4.8846  0.25
H -0.8265 -1.0847 4.1107  0.19
H 0.8044 -0.9689 2.2163  0.32
C 3.3339 3.0186 0.0964  -0.48
O 1.9071 2.8317 -0.0903  -0.59
H 3.5698 3.6900 0.8919  0.25
H 3.7352 3.5130 -0.7789  0.24
H 3.6866 2.0290 0.3932  0.10
H 1.6321 1.9086 0.0339  0.38
C -1.1325 0.3039 -5.1215  -0.82
O -1.2439 0.7485 -3.7577  -0.35
H -1.1027 1.1009 -5.8328  0.33
H -2.0179 -0.3983 -5.5668  0.20
H -0.3111 -0.0992 -5.3118  0.40
H -0.4566 1.2291 -3.5613  0.24
C -2.8016 -1.2395 1.7858  -0.21
O -3.1935 -0.7821 0.4884  -0.45
H -3.2190 -0.6857 2.6123  0.42
H -1.8122 -1.0832 1.9071  -0.31
H -3.1033 -2.2281 1.8679  0.39
H -4.1534 -0.6885 0.6910  0.28

# 2
ORCA calculation (the ωB97M-V functional and the def2-TZVPD basis) on a cluster of 9 separate species, C7H32O9 in total at a distorted geometry.

Results
E_tot = -26203.966 eV
spin multiplicity = 1
HOMO-LUMO gap = 0.3542 Ha
charge = 0
SMILES = CCO.CCO.CO.CO.CO.O.O.O.O
largest force on an atom = 1.16 eV/A
highest occupied orbital energy = -9.8 eV

Each line ends with the Mulliken charge.
Atoms and positions in Å:
C 3.1944 1.0616 -2.2641  -0.69
C 2.0779 1.3319 -3.2731  0.10
O 1.9001 2.7373 -3.3795  -0.56
H 4.1054 1.5983 -2.5399  0.36
H 3.5154 0.0451 -2.0254  0.33
H 2.8796 1.5106 -1.3160  -0.11
H 1.1521 0.8561 -2.9516  -0.07
H 2.4068 0.9164 -4.2269  0.31
H 1.2401 2.9970 -2.7306  0.34
C -2.9070 -1.5763 0.2211  -0.67
C -3.1663 -0.1122 -0.0597  0.17
O -4.5315 0.0410 -0.4952  -0.59
H -1.8303 -1.7162 0.2961  -0.11
H -3.3090 -2.1561 -0.6119  0.33
H -3.3896 -1.9262 1.1312  0.34
H -2.5425 0.2135 -0.9022  -0.04
H -2.8957 0.5076 0.8007  0.26
H -4.6769 0.9731 -0.6795  0.32
C -0.5585 0.4317 3.4586  -0.70
O -1.9420 0.7837 3.4312  -0.58
H -0.2570 -0.0834 2.5434  0.20
H 0.0222 1.3504 3.5220  0.28
H -0.3223 -0.1450 4.3553  0.45
H -2.4662 -0.0097 3.5705  0.32
C 2.7600 1.9416 1.5266  -0.45
O 2.7956 1.6651 2.9247  -0.55
H 3.1365 1.0908 0.9634  0.12
H 1.7357 2.1398 1.2071  0.25
H 3.3859 2.8059 1.2851  0.38
H 2.6860 2.4989 3.3878  0.30
C -0.6209 -1.8705 -3.1473  -0.67
O -0.9272 -0.5876 -2.6279  -0.43
H -0.1752 -1.8453 -4.1445  0.31
H 0.0872 -2.3409 -2.4661  0.19
H -1.5093 -2.5076 -3.1712  0.32
H -1.6220 -0.1895 -3.1595  0.26
O -1.1160 -3.2525 2.3753  -0.59
H -0.4607 -3.0139 1.7073  0.38
H -0.8394 -4.1137 2.7036  0.28
O -0.7928 2.3792 1.0017  -0.71
H -0.3824 1.5879 0.6021  0.16
H -1.1695 2.0463 1.8256  0.37
O 1.0771 -2.4841 0.6907  -0.71
H 1.4801 -2.2158 1.5284  0.34
H 1.7985 -2.8693 0.1811  0.26
O 0.3750 0.1793 -0.1706  0.06
H 0.0284 0.0327 -1.0647  0.07
H 0.5698 -0.7071 0.1667  0.08

# 3
ORCA calculation (the ωB97M-V functional and the def2-TZVPD basis) on a cluster of 11 separate species, C7H34NO12 in total at a distorted geometry.

Results
E_tot = -33873.258 eV
spin multiplicity = 1
HOMO-LUMO gap = 0.1495 Ha
charge = -1
largest force on an atom = 3.42 eV/A
highest occupied orbital energy = -2.4 eV

Each line ends with the Mulliken charge.
Atoms and positions in Å:
N -0.0711 -0.1058 0.6844  0.14
H -0.7017 0.6559 0.9418  0.35
H -0.5401 -0.7384 0.0350  0.43
H 0.2376 -0.6474 1.5201  0.35
H 0.8072 0.1872 0.2428  0.16
C 1.5790 -2.1497 3.3446  0.40
O 2.1733 -1.1476 3.9019  -0.93
O 2.0593 -3.3026 3.5904  -0.80
O 0.4955 -1.9614 2.6442  -0.81
O -0.7176 -1.9739 -1.5579  -0.65
H -1.4841 -2.5493 -1.6365  0.24
H -0.0445 -2.5227 -1.1083  0.34
O 3.2311 1.0252 2.5365  -0.69
H 2.4154 1.5317 2.4615  0.37
H 2.9550 0.2202 3.0479  0.41
O 0.4895 -3.6126 0.2627  -0.70
H 1.2382 -4.2123 0.2047  0.28
H 0.4826 -3.3171 1.1986  0.36
O -0.6665 1.7731 -1.7097  -0.62
H -1.1228 1.3352 -2.4368  0.27
H 0.0273 2.2882 -2.1335  0.25
O 0.7429 2.2348 2.9857  -0.66
H -0.0701 2.5668 2.5860  0.25
H 0.4639 1.8354 3.8176  0.30
O 2.2773 1.0788 -0.2218  -0.64
H 2.1272 1.8775 -0.7350  0.22
H 3.0979 1.2450 0.2671  0.29
O -2.1093 -1.5738 1.8468  -0.69
H -2.4388 -1.1044 2.6166  0.29
H -1.2592 -1.9678 2.1518  0.41
C 1.9286 -0.2052 -3.3755  -0.63
C 1.9139 -1.6072 -3.9948  0.33
C 2.4392 -2.6453 -3.0276  -1.04
O 0.5551 -1.8910 -4.3068  -0.62
H 1.1288 -0.0913 -2.6429  -0.18
H 1.6402 0.5348 -4.1304  0.34
H 2.8998 0.0968 -2.9857  0.36
H 2.5902 -1.6345 -4.8499  0.32
H 2.0047 -2.6530 -2.0270  0.07
H 3.4889 -2.4320 -2.7971  0.39
H 2.4377 -3.6485 -3.4543  0.31
H 0.0215 -1.7546 -3.5104  0.41
C -3.3978 3.1417 2.0615  -1.43
C -3.0614 2.0923 0.9957  0.87
C -3.7180 2.4191 -0.3316  -1.43
O -1.6452 2.2259 0.8662  -0.41
H -2.7619 3.0677 2.9416  0.34
H -4.4480 3.1026 2.3586  0.39
H -3.2330 4.1148 1.5952  0.30
H -3.2388 1.0705 1.3428  0.07
H -3.4558 1.6854 -1.0946  0.33
H -3.5074 3.4449 -0.6354  0.34
H -4.8067 2.3608 -0.2587  0.42
H -1.4490 2.2370 -0.0880  0.19

# 4
ORCA calculation (the ωB97M-V functional and the def2-TZVPD basis) on a cluster of 12 separate species, C7H34O11 in total at a distorted geometry.

Results
E_tot = -30327.380 eV
spin multiplicity = 1
HOMO-LUMO gap = 0.3379 Ha
charge = 0
SMILES = C=C(C)C/C=C/C.O.O.O.O.O.O.O.O.O.O.O
largest force on an atom = 5.37 eV/A
highest occupied orbital energy = -9.1 eV

Each line ends with the Mulliken charge.
Atoms and positions in Å:
C 1.9141 0.5205 -0.9670  -1.25
C 1.9065 0.7869 0.3790  0.83
C 3.0408 1.6224 0.7939  -1.66
C 1.0880 -0.0125 1.4511  0.78
C -0.1172 0.5716 2.1443  -0.30
C -1.3105 0.0882 2.3064  -0.46
C -2.4423 0.4155 3.3229  -1.15
H 2.6591 0.6781 -1.7447  0.46
H 1.0484 -0.0587 -1.2372  0.23
H 4.0958 1.2656 0.8144  0.32
H 3.0006 2.5381 -0.0301  0.27
H 3.0886 2.1303 1.7377  0.41
H 1.6473 -0.3303 2.4119  0.34
H 0.6598 -0.8483 0.6305  -0.20
H 0.0738 1.4601 2.8071  0.24
H -1.7267 -0.8195 1.9030  0.26
H -3.1615 1.2995 3.3490  0.24
H -1.9704 0.3432 4.3691  0.31
H -3.2243 -0.3546 3.2730  0.37
O -0.8245 -3.3355 -2.5193  -0.79
H -0.0209 -3.6215 -3.2770  0.38
H -0.7781 -2.3847 -2.6715  0.34
O -0.2081 1.7787 -3.5199  -0.61
H -0.8964 1.0691 -3.1661  0.34
H -0.8657 2.4211 -3.4236  0.27
O -3.4125 1.5394 0.1413  -0.80
H -2.5581 1.3551 0.5622  0.37
H -3.9657 1.6689 1.0855  0.35
O -0.1383 -3.6769 2.0308  -0.64
H -0.6703 -3.6303 1.2914  0.31
H 0.6350 -3.2353 1.4898  0.32
O 0.0083 3.6407 -0.3126  -0.58
H 0.2286 3.8392 -1.3341  0.29
H -0.8038 4.0750 -0.1357  0.37
O -2.6137 0.3410 -2.5135  -0.61
H -3.0766 0.6427 -1.6096  0.34
H -3.4025 0.3146 -3.0838  0.30
O 4.2172 -1.8007 1.4676  -0.71
H 3.7959 -2.1468 2.2854  0.37
H 3.5919 -1.0088 1.4140  0.21
O -2.3475 3.9522 0.6816  -0.74
H -2.5931 3.2025 0.1736  0.44
H -2.1924 3.8726 1.6320  0.29
O -1.9766 -2.4630 -0.3265  -0.55
H -2.8213 -2.8886 -0.5853  0.24
H -1.2519 -2.8460 -0.9186  0.42
O 1.3486 -2.1219 -3.7550  -0.65
H 1.8109 -2.3621 -2.9397  0.34
H 2.0408 -1.6002 -4.1596  0.27
O 2.8683 -2.0431 -0.8427  -0.60
H 3.2275 -1.1342 -0.5916  0.34
H 3.3752 -2.7094 -0.2836  0.35

# 5
ORCA calculation (the ωB97M-V functional and the def2-TZVPD basis) on a cluster of 12 separate species, C7H34O12 in total at a distorted geometry.

Results
E_tot = -32378.237 eV
spin multiplicity = 1
HOMO-LUMO gap = 0.3136 Ha
charge = 0
SMILES = C=C(O)/C=C/CCC.O.O.O.O.O.O.O.O.O.O.O
largest force on an atom = 5.34 eV/A
highest occupied orbital energy = -8.5 eV

Each line ends with the Mulliken charge.
Atoms and positions in Å:
C 2.6584 -0.1197 1.8026  -1.09
C 1.4096 0.3838 1.8541  -0.10
O 0.6779 0.4251 2.9838  -0.58
C 0.7615 0.5590 0.5585  -0.60
C -0.5789 0.3553 0.3960  0.62
C -1.1937 0.6910 -0.9176  0.23
C -2.4589 1.6221 -0.7861  -0.14
C -3.5815 0.8956 -1.5445  -1.47
H 3.3097 -0.0789 1.0501  0.58
H 3.0928 -0.6753 2.6757  0.20
H 0.4295 -0.4948 3.2881  0.38
H 1.5324 0.7245 -0.1495  0.68
H -1.2297 0.2624 1.2491  -0.13
H -1.2851 -0.2917 -1.4403  0.20
H -0.4021 1.3177 -1.4454  -0.16
H -2.6156 1.6948 0.2708  0.11
H -2.2924 2.6253 -1.3043  0.32
H -3.2223 0.5416 -2.5050  0.36
H -4.0464 0.0679 -1.0317  0.28
H -4.3582 1.6015 -1.7585  0.45
O -1.3755 1.8382 2.9745  -0.62
H -0.6232 1.2362 2.8501  0.44
H -1.2956 2.2191 3.9030  0.27
O 4.5298 -0.6916 -1.7059  -0.64
H 4.1946 0.1870 -1.8309  0.30
H 3.7833 -1.1695 -1.4085  0.25
O 1.4400 0.7542 -3.7151  -0.65
H 2.1311 1.3750 -3.5121  0.30
H 0.6192 0.9702 -4.0698  0.25
O 1.9720 2.6938 -1.9079  -0.63
H 2.8914 3.0394 -1.8405  0.31
H 1.5709 2.4049 -1.0119  0.36
O -1.6497 -2.6518 0.7966  -0.74
H -1.7674 -2.4362 -0.1932  0.30
H -2.3710 -2.2398 1.2955  0.38
O -0.6578 -2.4279 -1.9028  -0.67
H 0.2971 -2.2572 -2.0182  0.33
H -1.0464 -2.4705 -2.8047  0.26
O -1.4738 4.2567 1.2432  -0.67
H -1.9867 3.4960 1.7400  0.32
H -0.7090 3.7731 0.9555  0.31
O 2.9526 -3.0397 -0.1348  -0.64
H 2.3557 -3.4489 0.4492  0.28
H 3.6623 -2.7346 0.4775  0.31
O 0.3108 -2.3403 2.6817  -0.56
H 0.7892 -3.0966 2.9287  0.25
H -0.3950 -2.6144 2.0370  0.37
O 1.8315 -1.6601 -2.3603  -0.70
H 1.6469 -0.7458 -2.5763  0.46
H 2.0278 -1.7749 -1.4569  0.41
O -3.3527 -1.0077 1.9844  -0.60
H -4.1879 -0.7804 2.2213  0.24
H -2.7212 -0.7628 2.6660  0.27